No. 1
Entry from OMol25: 10 unconnected molecules or ions with the total composition C40H70N10 in a non-equilibrium geometry (ωB97M-V/def2-TZVPD).

Values from the calculation:
**Calculated total energy**: -2113.57552 Eh
**Structure (SMILES)**: CCCC#N.CCCC#N.CCCC#N.CCCC#N.CCCC#N.CCCC#N.CCCC#N.CCCC#N.CCCC#N.CCCC#N
**Relative energy (zero: lowest compared OMol25 entry of this formula, charge and spin)**: 53.51 kcal/mol
**HOMO level**: -0.3964 Ha
**Molecular weight**: 691.1 g mol⁻¹
**Kohn-Sham gap**: 10.71 eV

```
120
C40H70N10 (ωB97M-V/def2-TZVPD)
C -4.255 -3.983 1.780
C -3.328 -3.070 0.990
C -3.017 -1.717 1.631
C -4.169 -0.895 2.000
N -5.068 -0.262 2.338
H -4.576 -4.825 1.168
H -5.197 -3.460 1.980
H -3.877 -4.263 2.763
H -3.908 -2.745 0.112
H -2.476 -3.550 0.527
H -2.278 -1.160 1.057
H -2.549 -1.962 2.597
C 5.269 1.765 -0.372
C 6.308 1.048 -1.196
C 6.090 1.054 -2.710
C 4.779 0.553 -3.192
N 3.775 0.112 -3.529
H 5.170 2.799 -0.724
H 5.589 1.861 0.663
H 4.298 1.288 -0.500
H 6.357 0.000 -0.885
H 7.327 1.421 -1.066
H 6.796 0.323 -3.121
H 6.301 1.979 -3.244
C -5.160 1.834 -3.455
C -4.471 2.011 -2.115
C -3.524 0.853 -1.734
C -4.086 -0.451 -2.099
N -4.537 -1.481 -2.333
H -5.621 2.750 -3.829
H -6.002 1.146 -3.358
H -4.463 1.484 -4.217
H -5.195 2.064 -1.296
H -3.916 2.945 -2.016
H -3.280 0.874 -0.675
H -2.637 0.922 -2.373
C -1.134 -7.065 -3.718
C -1.003 -5.557 -3.511
C -1.823 -5.111 -2.295
C -1.418 -3.791 -1.803
N -1.104 -2.755 -1.440
H -2.184 -7.258 -3.968
H -1.083 -7.559 -2.742
H -0.477 -7.533 -4.440
H -1.354 -5.042 -4.412
H 0.022 -5.183 -3.457
H -1.580 -5.814 -1.492
H -2.884 -5.203 -2.516
C -3.227 1.853 5.237
C -2.056 1.307 4.425
C -1.394 2.450 3.618
C -2.052 2.510 2.323
N -2.539 2.546 1.282
H -3.777 1.028 5.698
H -3.918 2.358 4.561
H -2.905 2.486 6.065
H -2.455 0.571 3.727
H -1.301 0.804 5.028
H -0.342 2.199 3.460
H -1.399 3.417 4.120
C -0.409 -1.649 8.674
C -0.205 -1.045 7.255
C -0.300 -2.117 6.181
C -1.652 -2.674 6.027
N -2.676 -3.161 5.911
H -1.288 -2.293 8.610
H -0.564 -0.873 9.416
H 0.459 -2.270 8.887
H 0.790 -0.604 7.267
H -0.922 -0.244 7.081
H 0.327 -2.990 6.369
H -0.101 -1.683 5.195
C 4.730 0.172 2.842
C 4.120 -0.247 4.177
C 5.215 -0.318 5.262
C 4.702 -0.388 6.621
N 4.282 -0.439 7.684
H 3.950 0.226 2.083
H 5.502 -0.542 2.555
H 5.087 1.199 2.951
H 3.701 -1.250 4.089
H 3.340 0.484 4.388
H 5.867 0.556 5.191
H 5.803 -1.213 5.058
C 0.235 0.724 -2.011
C 0.262 1.093 -0.527
C 1.330 0.373 0.332
C 0.783 -0.098 1.624
N 0.389 -0.522 2.623
H 1.221 0.655 -2.473
H -0.400 1.357 -2.628
H -0.192 -0.279 -2.106
H -0.733 0.930 -0.108
H 0.397 2.166 -0.367
H 2.137 1.042 0.637
H 1.732 -0.526 -0.138
C 0.481 4.611 -3.902
C 1.565 5.528 -3.335
C 1.036 6.824 -2.737
C 0.761 7.857 -3.739
N 0.523 8.694 -4.484
H 0.914 3.776 -4.451
H -0.265 5.216 -4.416
H -0.096 4.100 -3.120
H 2.288 5.685 -4.143
H 2.257 5.011 -2.661
H 1.858 7.233 -2.136
H 0.203 6.780 -2.038
C -0.117 0.142 -5.313
C 0.410 -1.199 -5.776
C 1.180 -1.107 -7.109
C 0.291 -0.806 -8.247
N -0.405 -0.537 -9.115
H 0.670 0.868 -5.107
H -0.880 0.029 -4.544
H -0.716 0.672 -6.068
H -0.428 -1.884 -5.935
H 1.083 -1.723 -5.097
H 1.619 -2.059 -7.403
H 1.769 -0.184 -7.076
```

Löwdin atomic charge list, values in e, 2 entries: C -0.096; C -0.271

---

No. 2
Entry from OMol25: 10 unconnected molecules or ions with the total composition C40H72N8O4S2 in a non-equilibrium geometry (ωB97M-V/def2-TZVPD).

Values from the calculation:
**Calculated total energy**: -3102.60034 Eh
**Structure (SMILES)**: O=S1(=O)CCCC1.O=S1(=O)CCCC1.CCCC#N.CCCC#N.CCCC#N.CCCC#N.CCCC#N.CCCC#N.CCCC#N.CCCC#N
**Relative energy (zero: lowest compared OMol25 entry of this formula, charge and spin)**: 11.55 kcal/mol
**HOMO level**: -0.3630 Ha
**Molecular weight**: 793.2 g mol⁻¹
**Kohn-Sham gap**: 10.05 eV

```
126
C40H72N8O4S2 (ωB97M-V/def2-TZVPD)
O -3.558 -0.840 5.419
S -2.167 -0.753 5.794
O -1.796 -0.342 7.136
C -1.229 -2.119 5.211
C -0.333 -1.617 4.041
C -0.108 -0.080 4.181
C -1.460 0.460 4.627
H -1.829 -2.995 4.955
H -0.613 -2.422 6.051
H 0.612 -2.189 3.967
H -0.898 -1.816 3.096
H 0.146 0.346 3.226
H 0.584 0.127 4.967
H -2.143 0.587 3.819
H -1.444 1.363 5.169
O 2.607 2.525 -0.146
S 1.744 1.503 0.428
O 1.777 1.355 1.860
C 0.028 1.648 -0.151
C -0.569 0.312 -0.182
C 0.580 -0.839 0.052
C 1.926 -0.170 -0.260
H 0.110 2.251 -1.064
H -0.469 2.309 0.546
H -1.210 0.263 0.691
H -0.979 0.050 -1.133
H 0.414 -1.684 -0.604
H 0.521 -1.150 1.079
H 2.035 -0.049 -1.352
H 2.792 -0.577 0.174
C 2.915 -2.534 -2.491
C 2.695 -3.101 -3.872
C 1.635 -4.246 -3.941
C 0.283 -3.962 -3.456
N -0.717 -3.718 -3.014
H 3.644 -1.742 -2.551
H 3.286 -3.260 -1.781
H 2.059 -2.213 -1.957
H 3.657 -3.489 -4.233
H 2.364 -2.298 -4.500
H 1.981 -5.071 -3.333
H 1.538 -4.588 -5.007
C -5.703 -2.385 -0.260
C -4.802 -2.891 -1.321
C -3.487 -2.093 -1.297
C -2.787 -2.269 -0.037
N -2.217 -2.523 0.913
H -5.124 -2.533 0.634
H -6.702 -2.871 -0.168
H -5.852 -1.352 -0.407
H -5.248 -2.798 -2.329
H -4.591 -3.951 -1.128
H -3.603 -0.997 -1.473
H -2.874 -2.546 -2.075
C 3.293 1.756 -3.905
C 4.504 2.122 -3.069
C 5.019 3.606 -3.268
C 5.675 3.848 -4.573
N 6.220 4.307 -5.475
H 2.926 0.729 -3.830
H 3.434 1.895 -4.957
H 2.472 2.353 -3.620
H 5.222 1.319 -3.309
H 4.297 1.845 -2.032
H 5.746 3.728 -2.421
H 4.234 4.342 -3.144
C 5.175 0.795 1.852
C 5.148 0.730 3.354
C 3.742 0.299 3.923
C 3.360 -0.990 3.359
N 3.132 -1.979 2.840
H 4.482 1.561 1.461
H 4.868 -0.168 1.399
H 6.140 1.041 1.421
H 5.357 1.711 3.754
H 5.951 0.051 3.705
H 2.985 1.023 3.652
H 3.926 0.134 4.983
C 0.316 -6.115 0.016
C 1.413 -5.194 0.426
C 1.013 -4.224 1.580
C 0.817 -4.958 2.830
N 0.591 -5.514 3.822
H -0.595 -5.623 -0.242
H 0.034 -6.806 0.744
H 0.612 -6.703 -0.847
H 1.825 -4.614 -0.394
H 2.279 -5.747 0.751
H 0.172 -3.597 1.427
H 1.841 -3.551 1.799
C -4.666 -0.160 2.237
C -5.185 1.058 3.020
C -4.835 2.374 2.313
C -3.409 2.567 2.180
N -2.248 2.658 2.093
H -3.570 -0.099 2.317
H -4.962 -0.189 1.181
H -4.985 -1.125 2.714
H -4.648 1.098 3.966
H -6.284 1.031 3.176
H -5.360 3.254 2.667
H -5.224 2.313 1.287
C -3.220 6.707 1.504
C -1.789 7.208 1.590
C -0.773 6.206 1.180
C -0.882 5.740 -0.222
N -1.104 5.255 -1.258
H -3.960 7.382 1.980
H -3.361 5.683 1.888
H -3.424 6.650 0.453
H -1.548 7.531 2.573
H -1.691 8.146 1.052
H -0.780 5.291 1.751
H 0.229 6.615 1.314
C -0.493 2.015 -6.281
C -1.366 0.758 -6.061
C -0.587 -0.514 -5.728
C 0.157 -0.516 -4.447
N 0.735 -0.535 -3.457
H 0.161 1.877 -7.126
H 0.104 2.280 -5.419
H -1.150 2.870 -6.600
H -1.930 0.523 -6.983
H -2.027 0.915 -5.227
H 0.190 -0.844 -6.499
H -1.165 -1.466 -5.650
```

Löwdin atomic charge list, values in e, 2 entries: O -0.339; S 0.677

---

No. 3
Entry from OMol25: 3 unconnected molecules or ions with the total composition C40H73BrF6N5O8S2 in a non-equilibrium geometry (ωB97M-V/def2-TZVPD).

Values from the calculation:
**Calculated total energy**: -6412.68140 Eh
**2S+1**: 3
**<S²>**: 2.0083
**HOMO level (spin up / spin down)**: -0.3781 / -0.4061 Ha
**Net charge**: +1
**Molecular weight**: 1010.1 g mol⁻¹
**Kohn-Sham gap (spin up / spin down)**: 5.81 / 6.57 eV

```
135
C40H73BrF6N5O8S2 (ωB97M-V/def2-TZVPD)
C -1.974 -3.182 0.855
C -2.807 -2.362 0.261
N -2.420 -0.996 -0.102
C -2.362 -0.608 -1.363
N -2.061 0.623 -1.803
C -2.797 1.078 -3.028
C -1.922 2.178 -3.720
C -2.793 3.299 -4.375
C -3.964 2.765 -5.225
Br -3.339 1.747 -6.791
O -3.037 0.090 -3.974
C -3.505 -1.121 -3.428
O -3.352 -2.052 -4.475
C -5.027 -1.169 -3.100
C -5.560 -0.211 -1.992
C -6.643 0.836 -2.509
C -6.590 2.075 -1.546
C -6.045 3.361 -2.207
C -5.699 4.475 -1.174
C -4.427 4.143 -0.328
C -3.263 5.181 -0.499
C -1.898 4.550 -0.072
C -0.654 5.138 -0.831
C 0.356 4.037 -1.303
C 1.849 4.449 -1.154
N -2.647 -1.625 -2.349
S -1.159 -2.314 -2.855
O -0.342 -2.345 -1.669
O -1.266 -3.653 -3.309
C -0.169 -1.297 -4.058
F 0.943 -1.999 -4.241
F -0.715 -1.128 -5.239
F 0.219 -0.134 -3.542
S -2.030 0.116 1.154
O -2.275 -0.549 2.385
O -2.826 1.308 1.121
C -0.193 0.536 1.181
F 0.430 0.225 0.070
F 0.345 -0.095 2.200
F -0.120 1.817 1.472
H -2.070 -4.270 0.825
H -1.095 -2.772 1.374
H -3.808 -2.716 -0.008
H -2.212 1.364 -1.107
H -3.722 1.612 -2.724
H -1.351 2.663 -2.912
H -1.231 1.736 -4.454
H -3.137 4.008 -3.597
H -2.153 3.886 -5.061
H -4.596 3.583 -5.608
H -4.649 2.130 -4.638
H -3.840 -1.674 -5.226
H -5.208 -2.206 -2.757
H -5.616 -1.079 -4.032
H -6.108 -0.829 -1.253
H -4.812 0.381 -1.439
H -6.338 1.099 -3.538
H -7.624 0.340 -2.468
H -6.088 1.850 -0.587
H -7.645 2.290 -1.279
H -6.822 3.758 -2.892
H -5.142 3.218 -2.826
H -6.579 4.594 -0.517
H -5.531 5.438 -1.687
H -4.015 3.157 -0.618
H -4.724 4.187 0.736
H -3.488 6.023 0.184
H -3.214 5.583 -1.527
H -1.700 4.694 1.006
H -1.950 3.452 -0.235
H -0.161 5.871 -0.167
H -1.029 5.660 -1.729
H 0.219 3.100 -0.730
H 0.181 3.902 -2.385
H 2.145 5.118 -1.983
H 2.110 4.858 -0.166
H 2.445 3.526 -1.306
C 2.380 -7.072 3.451
C 1.510 -5.836 3.131
C 2.111 -4.596 3.806
C 1.905 -4.574 5.317
C 0.430 -4.755 5.667
C -0.210 -5.983 5.007
N 0.095 -6.078 3.548
O -0.664 -5.219 2.922
C 0.259 -7.266 5.726
C -1.721 -5.943 5.276
C 1.634 -5.677 1.609
H 3.269 -7.095 2.820
H 2.752 -7.088 4.473
H 1.834 -7.999 3.265
H 1.666 -3.690 3.379
H 3.181 -4.541 3.586
H 2.509 -5.344 5.803
H 2.256 -3.619 5.716
H 0.323 -4.821 6.752
H -0.109 -3.851 5.363
H -0.078 -8.157 5.191
H -0.158 -7.317 6.732
H 1.337 -7.330 5.852
H -2.181 -5.016 4.932
H -1.917 -6.009 6.347
H -2.230 -6.779 4.793
H 1.220 -6.544 1.089
H 2.682 -5.586 1.323
H 1.133 -4.782 1.237
C 8.006 0.621 -0.273
C 7.153 1.868 -0.603
C 7.716 3.086 0.141
C 7.428 3.062 1.639
C 5.936 2.873 1.902
C 5.335 1.665 1.170
N 5.718 1.614 -0.271
O 4.993 2.494 -0.910
C 5.763 0.361 1.875
C 3.810 1.699 1.356
C 7.359 2.073 -2.109
H 8.928 0.617 -0.856
H 8.322 0.574 0.767
H 7.471 -0.299 -0.517
H 7.294 4.004 -0.281
H 8.796 3.146 -0.018
H 8.005 2.277 2.134
H 7.756 4.004 2.086
H 5.770 2.773 2.978
H 5.414 3.786 1.596
H 5.458 -0.513 1.295
H 5.292 0.280 2.856
H 6.833 0.293 2.058
H 3.370 2.637 1.015
H 3.555 1.601 2.413
H 3.330 0.877 0.819
H 6.974 1.223 -2.677
H 8.421 2.172 -2.335
H 6.878 2.979 -2.480
```

Löwdin atomic charge list, values in e, 2 entries: C 0.097; C -0.142